C53H48NO4P4S2Sn as an isolated structure in a non-equilibrium geometry, computed with wB97M-V/def2-TZVPD.

Calculated values
- LUMO energy (eV) = -9.60
- charge = +3
- Kohn-Sham gap (eV) = 5.79
- multiplicity = 1

```
113
Properties=species:S:1:pos:R:3:lowdin_charge:R:1
Sn -0.49895 0.77231 -0.21922 0.99
O -0.92799 -0.89269 -1.87276 -0.59
S 0.02454 -1.92912 -1.31122 0.83
C -0.80145 -3.45040 -1.05141 -0.36
C -0.78542 -4.58482 -1.84917 -0.02
C -1.49862 -5.69444 -1.42074 -0.02
C -2.20631 -5.65590 -0.22483 -0.01
C -2.21319 -4.50946 0.56014 -0.04
C -1.48130 -3.39596 0.16342 -0.35
P -1.46599 -1.85773 1.18347 1.11
C -0.61609 -2.33096 2.69940 -0.35
C 0.07061 -3.54256 2.79170 -0.08
C 0.64647 -3.92086 3.99363 -0.05
C 0.55298 -3.09180 5.10255 -0.04
C -0.12865 -1.88496 5.01532 -0.04
C -0.71347 -1.50369 3.81963 -0.11
C -3.22925 -1.71384 1.57353 -0.35
C -3.75659 -1.92059 2.84752 -0.06
C -5.13364 -1.95935 3.02187 -0.04
C -5.98359 -1.81404 1.93521 -0.03
C -5.46067 -1.63035 0.66049 -0.07
C -4.09080 -1.57081 0.48110 -0.14
C 1.40502 -2.03422 -2.38889 -0.39
C 1.48741 -2.70181 -3.60250 -0.04
C 2.69956 -2.69053 -4.27514 -0.01
C 3.80015 -2.04606 -3.72327 0.00
C 3.69503 -1.33822 -2.53364 -0.05
C 2.47024 -1.27522 -1.87620 -0.36
P 2.17802 -0.31336 -0.33569 1.09
C 2.82239 -1.45935 0.92810 -0.31
C 2.66463 -2.83516 0.71720 -0.10
C 3.31725 -3.74772 1.52515 -0.06
C 4.12000 -3.30370 2.56814 -0.04
C 4.25047 -1.94520 2.80837 -0.04
C 3.60773 -1.02262 1.99699 -0.05
C 3.21942 1.16205 -0.32103 -0.35
C 4.08275 1.54056 -1.34914 -0.09
C 4.92007 2.63296 -1.18257 -0.03
C 4.90907 3.34778 0.00527 -0.02
C 4.03847 2.98798 1.02554 -0.05
C 3.17992 1.91416 0.85867 -0.14
H -0.23838 -4.61894 -2.78006 0.10
H -1.51001 -6.58868 -2.02887 0.13
H -2.75787 -6.52793 0.10025 0.13
H -2.76753 -4.49030 1.49026 0.13
H 0.12464 -4.20881 1.94124 0.10
H 1.15739 -4.87064 4.06950 0.12
H 1.00026 -3.39356 6.04037 0.12
H -0.21823 -1.24748 5.88466 0.12
H -1.25207 -0.56978 3.76043 0.10
H -3.11120 -2.07684 3.69875 0.10
H -5.54050 -2.12169 4.01077 0.12
H -7.05482 -1.85798 2.07831 0.12
H -6.12847 -1.54523 -0.18710 0.12
H -3.67373 -1.46628 -0.51712 0.11
H 0.63408 -3.22114 -4.01674 0.12
H 2.79377 -3.20826 -5.22017 0.13
H 4.75319 -2.08432 -4.23421 0.13
H 4.57033 -0.85522 -2.12175 0.12
H 2.06546 -3.21158 -0.10090 0.09
H 3.21320 -4.80681 1.33066 0.12
H 4.64772 -4.01752 3.18660 0.12
H 4.87357 -1.59447 3.61988 0.12
H 3.75901 0.02577 2.18823 0.09
H 4.11966 0.99439 -2.28061 0.08
H 5.59467 2.91524 -1.97940 0.12
H 5.57586 4.19012 0.13316 0.13
H 4.02351 3.54873 1.95204 0.12
H 2.49702 1.65088 1.65257 0.10
C -4.38923 1.38798 -0.46573 -0.21
P -2.74703 1.81228 -1.08560 0.88
C -2.69225 3.61340 -0.85887 -0.20
C -2.73043 1.47854 -2.86407 -0.37
C -3.91695 1.19190 -3.53504 -0.06
C -3.90805 0.96537 -4.90367 -0.03
C -2.71654 1.01739 -5.60900 -0.03
C -1.52772 1.29488 -4.94797 -0.05
C -1.52152 1.52563 -3.57796 -0.38
P 0.01146 1.92399 -2.69177 0.90
C 0.25473 3.69829 -3.00214 -0.19
C 1.35998 1.20094 -3.66591 -0.21
H -4.70930 0.40692 -0.80550 0.02
H -5.08507 2.14893 -0.82267 0.08
H -4.36673 1.41085 0.62428 0.07
H -3.24653 4.07320 -1.67837 0.08
H -1.67766 3.99263 -0.82701 0.02
H -3.17017 3.84148 0.09321 0.06
H -4.85918 1.15284 -3.00650 0.11
H -4.83486 0.75067 -5.41802 0.13
H -2.70998 0.84585 -6.67694 0.13
H -0.60805 1.33639 -5.51693 0.11
H 0.27580 3.82856 -4.08550 0.07
H 1.19036 4.02338 -2.55664 0.04
H -0.55533 4.29531 -2.59205 0.05
H 1.43193 1.70664 -4.62888 0.07
H 1.19635 0.13832 -3.82389 0.04
H 2.29464 1.35850 -3.13029 0.03
O 1.67219 4.02906 -0.37852 0.09
C 0.94759 3.78681 0.55052 -0.49
N -0.05986 2.81163 0.54748 -0.23
S -0.64778 2.56828 2.05776 0.58
O -2.08656 2.51093 1.99953 -0.30
O -0.03995 1.32099 2.50534 -0.35
C 0.09198 3.95464 2.80860 -0.22
C -0.01274 4.43009 4.09974 0.00
C 0.77795 5.52736 4.42473 -0.02
C 1.63545 6.09990 3.48825 -0.01
C 1.73469 5.59274 2.19689 0.02
C 0.95212 4.50369 1.86496 -0.14
H -0.68003 3.98275 4.82349 0.13
H 0.72049 5.94372 5.42112 0.13
H 2.23347 6.95518 3.77237 0.13
H 2.39755 6.02913 1.46147 0.14
```

C53H49I2N6P2S2TeTi as an isolated structure in a non-equilibrium geometry, computed with wB97M-V/def2-TZVPD.

Calculated values
- LUMO energy (spin up / spin down) (eV) = 0.72 / 0.62
- charge = -1
- Kohn-Sham gap (spin up / spin down) (eV) = 4.80 / 4.58
- multiplicity = 1

```
116
Properties=species:S:1:pos:R:3:lowdin_charge:R:1
Ti -0.04650 -0.01261 0.25554 0.47
C -2.56149 0.41625 5.20007 -0.42
S -3.43141 -0.45638 3.87971 0.81
C -2.24344 -0.11503 2.57434 -1.09
S -0.67275 -0.79407 2.65701 0.70
N -2.69105 0.70975 1.69189 -0.03
N -1.67687 1.17442 0.79086 -0.12
C -2.01486 2.33772 0.36614 -0.06
C -1.05474 3.20051 -0.34413 -0.28
C -1.39368 4.48734 -0.72563 -0.02
C -0.37832 5.29533 -1.21760 -0.05
C 0.90877 4.78748 -1.27417 -0.03
C 1.14356 3.47355 -0.88215 -0.16
N 0.16480 2.69150 -0.44426 0.05
H -3.13357 0.24328 6.10994 0.03
H -1.55683 0.01832 5.32384 0.02
H -2.51783 1.48549 5.00185 0.04
H -2.98720 2.72762 0.65726 0.14
H -2.41451 4.83194 -0.64141 0.12
H -0.59003 6.30542 -1.54184 0.11
H 1.73525 5.38983 -1.62381 0.11
H 2.12803 3.02905 -0.93413 0.06
C 2.64076 -3.01450 -2.84789 -0.11
C 1.43631 -3.29979 -1.95249 -0.25
C 1.83232 -3.92590 -0.64217 -0.17
C 2.21868 -5.26262 -0.65026 -0.04
C 2.59374 -5.91597 0.50901 -0.08
C 2.54500 -5.22936 1.70879 -0.06
C 2.16544 -3.89381 1.76511 -0.19
C 2.07073 -3.25672 3.13507 -0.21
C 3.41118 -3.11764 3.85300 -0.08
C 1.84079 -3.23518 0.57190 -0.17
N 1.59115 -1.80946 0.63420 0.00
C 2.56434 -1.18272 1.21003 -0.18
C 2.47995 0.16139 1.66831 -0.38
C 3.32360 0.82282 2.54924 -0.04
C 2.67917 2.02391 2.88498 -0.09
C 1.47724 2.03095 2.18626 -0.18
N 1.35130 0.91589 1.44336 -0.18
H 2.33602 -2.55706 -3.78929 0.07
H 3.18129 -3.93645 -3.07388 0.07
H 3.33787 -2.32011 -2.37959 0.03
H 0.75551 -3.99490 -2.45887 0.07
H 0.88091 -2.37843 -1.78080 0.02
H 2.21376 -5.78998 -1.59677 0.12
H 2.89584 -6.95469 0.48216 0.10
H 2.78208 -5.74080 2.63533 0.11
H 1.40860 -3.88436 3.73996 0.11
H 1.59149 -2.28038 3.07853 0.05
H 3.92275 -4.07832 3.93096 0.07
H 3.26890 -2.72724 4.86128 0.07
H 4.07836 -2.43460 3.32440 0.06
H 3.49119 -1.71224 1.43285 0.14
H 4.27445 0.45798 2.90393 0.10
H 3.03067 2.79368 3.55083 0.08
H 0.70857 2.78821 2.18245 0.10
Te -1.85656 -2.98377 -3.70196 1.36
C -3.93498 -3.31274 -3.94427 -0.54
C -4.57474 -4.37576 -3.32114 -0.14
C -5.93644 -4.55450 -3.52104 -0.16
N -6.68603 -3.76471 -4.28725 0.05
C -6.06405 -2.74961 -4.88456 -0.16
C -4.70818 -2.48515 -4.74989 -0.12
C -1.88303 -1.71785 -2.05915 -0.99
P -1.80510 -2.12022 -0.35740 0.89
C -1.31382 -3.83916 0.13227 -0.32
C -1.11513 -4.08766 1.49017 -0.13
C -0.95399 -5.37898 1.96573 -0.08
C -0.96172 -6.45623 1.09386 -0.09
C -1.12903 -6.22124 -0.26104 -0.08
C -1.31059 -4.92922 -0.73652 -0.12
C -3.56880 -2.35698 0.18300 -0.32
C -3.90660 -2.64169 1.50338 -0.13
C -5.22211 -2.86827 1.87006 -0.09
C -6.22902 -2.84399 0.91149 -0.09
C -5.90328 -2.58002 -0.40930 -0.07
C -4.58354 -2.32691 -0.76633 -0.12
P -1.33341 -0.04681 -2.22264 0.81
C -1.01121 0.19056 -4.04363 -0.40
C 0.22006 0.16865 -4.69227 -0.13
C 0.29696 0.20450 -6.08230 -0.07
C -0.85077 0.25671 -6.84995 -0.09
C -2.08878 0.26817 -6.21986 -0.09
C -2.16450 0.22875 -4.84093 -0.18
C -2.78111 1.13981 -2.15909 -0.36
C -2.73207 2.36984 -2.81952 -0.12
C -3.79891 3.25385 -2.77287 -0.10
C -4.94026 2.93417 -2.04542 -0.09
C -4.99445 1.72693 -1.36443 -0.07
C -3.92160 0.84570 -1.42157 -0.10
H -4.03449 -5.04826 -2.66618 0.09
H -6.45035 -5.37475 -3.03142 0.10
H -6.68226 -2.11146 -5.50676 0.10
H -4.26528 -1.64114 -5.26194 0.07
H -1.07477 -3.26241 2.18973 0.03
H -0.80814 -5.53760 3.02752 0.10
H -0.82028 -7.46331 1.46435 0.10
H -1.12064 -7.04658 -0.96206 0.10
H -1.44888 -4.78045 -1.79580 -0.01
H -3.13952 -2.70011 2.26271 0.06
H -5.45683 -3.06768 2.90786 0.10
H -7.25617 -3.03356 1.19497 0.10
H -6.67214 -2.57150 -1.17215 0.10
H -4.33455 -2.09247 -1.79544 0.07
H 1.14556 0.12449 -4.14715 -0.06
H 1.27568 0.19151 -6.54343 0.10
H -0.78732 0.28668 -7.93034 0.10
H -3.00047 0.29622 -6.80471 0.10
H -3.14118 0.21241 -4.37517 0.10
H -1.85133 2.63343 -3.39467 0.12
H -3.74046 4.19214 -3.31075 0.10
H -5.77441 3.62327 -2.00724 0.10
H -5.86929 1.46196 -0.78444 0.11
H -3.97723 -0.07941 -0.86626 0.07
I 1.90424 0.34779 -1.71201 0.63
I 4.37904 0.74389 -4.05073 -0.55
```